DFT (ωB97M-V with the def2-TZVPD basis set) results for 2 unconnected molecules or ions with the total composition C6H10ClNO.

Positions of all 19 atoms, in Å:
C1 -1.546 1.433 -0.073
C2 0.758 -1.998 -0.676
C3 -1.546 -0.191 1.903
C4 1.941 1.515 -0.754
C5 0.617 -0.565 -0.858
C6 -1.948 0.323 0.597
N1 -1.249 2.246 -0.853
O1 1.628 0.202 -0.335
Cl1 -3.299 -0.363 -0.276
H1 -0.073 -2.522 -1.081
H2 1.016 -2.273 0.484
H3 1.773 -2.211 -1.094
H4 -0.580 0.227 2.151
H5 -1.484 -1.223 1.961
H6 -2.188 0.186 2.775
H7 1.087 1.892 -1.250
H8 2.763 1.483 -1.433
H9 2.362 1.931 0.265
H10 -0.033 -0.093 -1.451

Calculated values
2S+1: 3
F_max: 3.943 eV Å⁻¹
E_tot: -22439.0488 eV
gap between HOMO and LUMO (spin up / spin down): 7.2 / 9.2 eV

---

DFT (ωB97M-V with the def2-TZVPD basis set) results for a single C6H10ClNS molecule.

Positions of all 19 atoms, in Å:
C1 2.595 0.544 0.823
C2 1.532 0.118 0.135
C3 0.651 2.066 1.150
C4 1.473 -1.278 -0.417
C5 -1.909 -0.112 0.405
C6 -0.940 0.829 -0.290
N1 0.486 0.988 0.118
S1 2.465 2.238 1.301
Cl1 -0.260 1.769 2.759
H1 3.439 0.008 0.941
H2 0.154 3.105 0.924
H3 0.725 -1.850 0.156
H4 2.377 -1.689 -0.536
H5 0.979 -1.084 -1.360
H6 -2.953 -0.179 -0.062
H7 -1.406 -1.043 0.383
H8 -1.917 0.299 1.393
H9 -0.736 0.588 -1.306
H10 -1.530 1.833 -0.212

Calculated values
2S+1: 1
F_max: 5.687 eV Å⁻¹
E_tot: -31230.1564 eV
gap between HOMO and LUMO: 8.5 eV

---

DFT (ωB97M-V with the def2-TZVPD basis set) results for a molecular structure, C6H10CoO6.

Positions of all 23 atoms, in Å:
O1 1.995 1.929 0.306
C1 2.293 0.808 -0.147
O2 2.195 -0.321 0.528
C2 0.919 -0.697 1.133
C3 0.299 -1.840 0.358
C4 -0.247 -1.503 -1.029
C5 -1.190 -0.329 -1.093
O3 -2.327 -0.623 -0.182
C6 -3.234 0.224 0.027
O4 -3.210 1.372 -0.549
O5 -4.206 -0.093 0.786
H1 0.303 0.207 1.166
H2 1.202 -1.021 2.139
H3 -0.503 -2.236 0.997
H4 1.043 -2.642 0.257
H5 -0.750 -2.384 -1.446
H6 0.575 -1.270 -1.722
H7 -1.612 -0.204 -2.096
H8 -0.750 0.614 -0.745
H9 -4.905 0.578 0.890
Co1 4.182 -0.872 -0.622
O6 3.557 0.904 -0.514
H10 3.355 2.165 -0.078

Calculated values
2S+1: 5
F_max: 7.171 eV Å⁻¹
charge: +3
E_tot: -56256.5384 eV
gap between HOMO and LUMO (spin up / spin down): 8.3 / 7.2 eV

---

DFT (ωB97M-V with the def2-TZVPD basis set) results for 2 unconnected molecules or ions with the total composition C6H10F2.

Positions of all 18 atoms, in Å:
C1 0.353 0.437 -1.018
C2 1.208 0.246 -0.042
C3 -2.377 0.480 -0.626
C4 0.870 0.650 1.395
C5 2.629 -0.108 -0.157
C6 -2.729 -0.987 -0.623
F1 -2.449 1.009 0.632
F2 -3.099 -1.627 0.586
H1 -0.751 0.743 -0.852
H2 0.516 0.270 -2.005
H3 1.250 -0.165 2.104
H4 -0.311 0.778 1.475
H5 1.321 1.536 1.708
H6 2.710 -0.895 -0.974
H7 2.923 -0.641 0.726
H8 3.370 0.729 -0.272
H9 -1.767 -1.318 -0.881
H10 -3.668 -1.137 -1.177

Calculated values
2S+1: 1
F_max: 4.296 eV Å⁻¹
E_tot: -11813.6384 eV
gap between HOMO and LUMO: 9.2 eV

---

DFT (ωB97M-V with the def2-TZVPD basis set) results for a molecular structure, C6H10F3NO2S2.

Positions of all 24 atoms, in Å:
C1 -1.225 1.842 -0.741
C2 -0.210 1.202 -1.668
C3 -1.343 1.068 0.640
C4 -0.381 -0.283 -2.006
C5 -1.663 -0.379 0.492
C6 2.848 -0.838 1.893
N1 -0.335 -2.768 -0.812
O1 0.949 -0.909 0.403
O2 0.711 -2.342 2.464
F1 3.656 -0.555 0.793
F2 3.730 -1.197 2.868
F3 2.281 0.301 2.276
S1 -0.410 -1.338 -0.568
S2 1.515 -2.168 1.305
H1 -0.840 2.938 -0.407
H2 -2.194 2.065 -1.226
H3 -0.377 1.777 -2.662
H4 0.752 1.270 -1.249
H5 -0.394 1.126 1.072
H6 -2.059 1.597 1.147
H7 -1.209 -0.645 -2.741
H8 0.593 -0.434 -2.565
H9 -1.722 -0.917 1.402
H10 -2.673 -0.414 -0.107

Calculated values
2S+1: 1
F_max: 3.836 eV Å⁻¹
E_tot: -41786.9638 eV
gap between HOMO and LUMO: 9.6 eV

---

DFT (ωB97M-V with the def2-TZVPD basis set) results for a molecular structure, C6H10F3O3.

Positions of all 22 atoms, in Å:
C1 2.799 -4.240 4.422
C2 1.445 -4.432 4.639
O1 0.981 -5.631 4.520
C3 -0.383 -5.826 4.098
C4 -1.260 -5.849 5.327
O2 -1.208 -4.582 5.930
C5 -2.168 -4.428 6.956
H1 3.489 -5.086 4.450
H2 3.204 -3.230 4.406
H3 -0.406 -6.796 3.592
H4 -0.664 -5.018 3.412
H5 -0.925 -6.624 6.037
H6 -2.277 -6.122 4.995
H7 -2.123 -3.399 7.329
H8 -3.193 -4.574 6.577
H9 -1.975 -5.135 7.779
H10 0.597 -3.466 5.071
C6 0.521 -1.488 6.438
F1 -0.479 -0.736 7.022
F2 1.589 -0.608 6.376
F3 0.902 -2.363 7.451
O3 0.189 -2.036 5.359

Calculated values
2S+1: 2
F_max: 4.233 eV Å⁻¹
E_tot: -20674.7997 eV
gap between HOMO and LUMO (spin up / spin down): 9.6 / 5.9 eV

---

DFT (ωB97M-V with the def2-TZVPD basis set) results for a single C6H10FN molecule.

Positions of all 18 atoms, in Å:
C1 0.586 2.062 0.020
C2 -0.239 0.824 -0.046
C3 0.129 -0.447 -0.052
C4 1.526 -1.064 0.097
C5 -1.021 -1.425 -0.162
C6 -1.765 0.822 -0.042
H1 0.219 2.816 0.707
H2 0.674 2.576 -0.970
H3 1.656 1.794 0.185
H4 1.515 -1.343 1.214
H5 1.678 -1.906 -0.623
H6 -1.115 -1.913 -1.122
H7 -0.934 -2.205 0.626
H8 -2.518 -0.646 0.984
H9 -2.192 1.363 -0.916
H10 -2.088 1.381 0.867
N1 -2.214 -0.622 0.055
F1 2.589 -0.244 -0.024

Calculated values
2S+1: 1
F_max: 2.637 eV Å⁻¹
E_tot: -10590.4755 eV
gap between HOMO and LUMO: 9.8 eV

---

DFT (ωB97M-V with the def2-TZVPD basis set) results for a molecular structure, C6H10GdN3O3P.

Positions of all 24 atoms, in Å:
N1 -1.007 -3.409 1.907
C1 -1.430 -2.366 1.220
C2 -1.646 -0.994 0.288
C3 -1.169 -1.402 -1.222
N2 0.195 -2.107 -1.271
C4 -0.797 0.191 1.017
C5 -1.860 0.943 2.067
N3 -2.820 1.632 2.650
C6 -0.168 1.343 0.054
P1 1.738 1.483 0.391
O1 2.098 1.361 1.943
O2 2.157 3.141 -0.081
O3 2.705 0.445 -0.619
H1 -2.812 -0.754 0.361
H2 -1.944 -2.224 -1.608
H3 -1.252 -0.518 -2.007
H4 0.291 -2.368 -2.289
H5 0.960 -1.464 -0.969
H6 0.054 -0.261 1.719
H7 -0.437 1.278 -1.080
H8 -0.611 2.385 0.433
H9 1.776 3.767 0.604
H10 2.541 0.603 -1.599
Gd1 3.437 -0.706 -1.910

Calculated values
2S+1: 8
F_max: 12.403 eV Å⁻¹
charge: +3
E_tot: -47070.6578 eV
gap between HOMO and LUMO (spin up / spin down): 4.3 / 4.0 eV

---

Question: Number 6 is which compound?
Answer: C6H10F3O3

---

Repeat the second record exactly.
DFT (ωB97M-V with the def2-TZVPD basis set) results for a single C6H10ClNS molecule.

Positions of all 19 atoms, in Å:
C1 2.595 0.544 0.823
C2 1.532 0.118 0.135
C3 0.651 2.066 1.150
C4 1.473 -1.278 -0.417
C5 -1.909 -0.112 0.405
C6 -0.940 0.829 -0.290
N1 0.486 0.988 0.118
S1 2.465 2.238 1.301
Cl1 -0.260 1.769 2.759
H1 3.439 0.008 0.941
H2 0.154 3.105 0.924
H3 0.725 -1.850 0.156
H4 2.377 -1.689 -0.536
H5 0.979 -1.084 -1.360
H6 -2.953 -0.179 -0.062
H7 -1.406 -1.043 0.383
H8 -1.917 0.299 1.393
H9 -0.736 0.588 -1.306
H10 -1.530 1.833 -0.212

Calculated values
2S+1: 1
F_max: 5.687 eV Å⁻¹
E_tot: -31230.1564 eV
gap between HOMO and LUMO: 8.5 eV

---

Question: Look up the F_max of the eighth one.
Answer: 12.403 eV Å⁻¹

---

Question: Which of these has the highest E_tot?
Answer: C6H10FN